No. 1
A molecular structure, C4H3NOS2, computed with wB97M-V/def2-TZVPD.

Values from the calculation:
ΔE to the lowest compared entry with this formula, charge and spin	493.37	kJ/mol
F_max	6.87	eV/A
HOMO level	-0.3536	hartree
E_tot	-29399.2180	eV

ORCA input file:
```
! RIJCOSX wB97M-V def2-TZVPD def2/J DEFGRID3
* xyz 0 1
C -1.2941 0.3276 0.6003
C -0.1971 -0.5231 -0.0566
C 1.1599 0.1972 -0.1032
C 2.2290 -0.7165 -0.1739
H -3.1434 -1.2648 0.3050
H -1.0483 1.8365 0.6891
H -1.5416 0.0920 1.9412
N 2.9480 -1.5921 0.2134
O -0.3416 -1.7399 -0.1603
S -3.0255 0.1124 -0.2026
S 1.5533 1.6807 -0.0941
*
```

No. 2
2 unconnected molecules or ions with the total composition C5H10O, computed with wB97M-V/def2-TZVPD.

Values from the calculation:
ΔE to the lowest compared entry with this formula, charge and spin	188.47	kJ/mol
F_max	0.25	eV/A
HOMO level	-0.3495	hartree
SMILES	CC=C1CC1.O
E_tot	-7392.8120	eV

ORCA input file:
```
! RIJCOSX wB97M-V def2-TZVPD def2/J DEFGRID3
* xyz 0 1
C 1.8773 -0.5486 0.4471
C 0.4593 -0.5430 -0.0497
O -0.3617 -0.4564 2.8731
C -0.1763 0.5391 -0.4675
C -0.0851 1.9589 -0.8242
C -1.3439 1.1378 -1.1188
H 2.2015 0.4609 0.7156
H 2.5561 -0.9255 -0.3270
H 1.9816 -1.1877 1.3287
H -0.0615 -1.5007 -0.0817
H -0.9607 -1.1800 2.6579
H -0.2985 0.0335 2.0400
H -0.1569 2.7201 -0.0499
H 0.5626 2.2279 -1.6561
H -1.5583 0.8622 -2.1488
H -2.2272 1.3660 -0.5255
*
```

No. 3
A single C7H4 molecule, computed with wB97M-V/def2-TZVPD.

Values from the calculation:
ΔE to the lowest compared entry with this formula, charge and spin	524.69	kJ/mol
F_max	3.04	eV/A
HOMO level	-0.3129	hartree
E_tot	-7312.8039	eV

ORCA input file:
```
! RIJCOSX wB97M-V def2-TZVPD def2/J DEFGRID3
* xyz 0 1
C 3.1676 0.3307 0.3114
C 1.9674 0.7770 -0.2654
C 2.0916 -0.6249 0.5230
C 1.8546 -0.7642 -0.8930
C -0.2971 -0.0617 -0.0066
C 0.6679 1.1444 -0.4469
C 0.7680 -1.0972 0.1100
H -0.9343 0.1845 0.8578
H -0.9459 -0.1883 -0.8841
H 0.4049 2.2155 -0.7143
H 0.5923 -2.1094 0.4372
*
```

No. 4
10 unconnected molecules or ions with the total composition C32H76BN9O13, computed with wB97M-V/def2-TZVPD.

Values from the calculation:
F_max	1.23	eV/A
HOMO level	-0.3119	hartree
SMILES	COC[C@@H](OC)B(O)OC.CNC(C)=O.CNC(C)=O.CNC(C)=O.CNC(C)=O.CNC(C)=O.CNC(C)=O.CNC(C)=O.CNC(C)=O.CNC(C)=O
E_tot	-75125.8427	eV

ORCA input file:
```
! RIJCOSX wB97M-V def2-TZVPD def2/J DEFGRID3
* xyz 0 1
C -4.2399 -1.6209 -4.5947
O -3.2874 -2.5169 -4.0550
C -2.0064 -1.9510 -3.8011
C -1.7990 -1.7219 -2.2998
O -0.4941 -2.1656 -1.8891
C -0.5061 -3.3753 -1.1686
B -1.9509 -0.1983 -1.8160
O -2.5318 0.0565 -0.5996
O -1.5293 0.8904 -2.5393
C -0.1061 0.8958 -2.8071
H -5.1998 -1.7963 -4.1067
H -3.9628 -0.5774 -4.4321
H -4.3671 -1.8020 -5.6666
H -1.8668 -1.0381 -4.3854
H -1.2632 -2.6753 -4.1492
H -2.5766 -2.3141 -1.8021
H 0.4616 -3.4695 -0.6712
H -1.2922 -3.4008 -0.4098
H -0.6148 -4.2245 -1.8548
H -2.6661 -0.7738 -0.1281
H 0.2400 1.9187 -2.6906
H 0.0711 0.5537 -3.8277
H 0.4348 0.2491 -2.1196
C 5.0543 0.4596 -3.8464
C 3.6632 1.0466 -3.9076
O 2.8399 0.8559 -3.0224
N 3.3587 1.8163 -4.9783
C 4.2104 2.1733 -6.0985
H 5.1410 -0.1189 -2.9318
H 5.2365 -0.1956 -4.6988
H 5.8063 1.2491 -3.8408
H 2.4212 2.1857 -4.9501
H 4.3192 3.2548 -6.1375
H 3.7552 1.8332 -7.0319
H 5.1940 1.7338 -6.0087
C -4.0692 0.6504 2.3549
C -4.4098 -0.8061 2.4186
O -4.3624 -1.5371 1.4317
N -4.7332 -1.3229 3.6241
C -4.8025 -0.6644 4.9285
H -3.8064 0.8992 1.3306
H -4.9204 1.2540 2.6698
H -3.2156 0.8754 2.9944
H -4.9077 -2.3155 3.5937
H -4.0371 -1.1267 5.5446
H -5.7886 -0.7934 5.3771
H -4.5847 0.3960 4.8583
C 3.1675 -6.0792 -0.7495
C 3.9898 -6.4862 -1.9514
O 5.0945 -6.9886 -1.8383
N 3.4464 -6.2679 -3.1790
C 2.1549 -5.6879 -3.4963
H 3.7339 -6.3158 0.1456
H 2.9621 -5.0080 -0.7655
H 2.2221 -6.6229 -0.7246
H 4.0416 -6.5553 -3.9391
H 1.5526 -6.3998 -4.0634
H 2.2901 -4.7870 -4.0967
H 1.6204 -5.4221 -2.5911
C 2.2191 3.7588 -0.7286
C 1.8830 4.6075 -1.9317
O 2.3053 4.3340 -3.0417
N 1.0799 5.6892 -1.7369
C 0.4881 6.1502 -0.4967
H 2.8525 2.9404 -1.0581
H 2.7507 4.3441 0.0234
H 1.3156 3.3419 -0.2814
H 0.8923 6.2091 -2.5788
H -0.6004 6.1581 -0.5757
H 0.8239 7.1639 -0.2691
H 0.7694 5.5000 0.3242
C -0.8648 -2.9792 8.3258
C -2.2694 -2.6339 7.8727
O -2.4745 -1.6157 7.2155
N -3.2565 -3.5139 8.1969
C -3.1339 -4.7703 8.9135
H -0.1977 -2.1887 7.9961
H -0.8142 -3.0514 9.4132
H -0.5345 -3.9230 7.8853
H -4.1724 -3.2302 7.8865
H -3.4806 -5.5952 8.2902
H -3.7363 -4.7461 9.8231
H -2.1008 -4.9550 9.1843
C -1.3477 -3.4723 4.7198
C -0.2484 -4.4774 4.5054
O 0.1508 -5.2222 5.3926
N 0.3111 -4.4704 3.2516
C -0.1258 -3.6726 2.0906
H -1.7590 -3.5175 5.7192
H -0.9528 -2.4726 4.5656
H -2.1659 -3.6505 4.0266
H 1.0984 -5.0901 3.1398
H -0.3803 -4.3461 1.2700
H 0.6727 -3.0086 1.7608
H -0.9833 -3.0736 2.3231
C -0.2515 2.1472 2.9406
C -0.0652 0.6317 2.9953
O -0.1537 -0.0937 2.0107
N 0.2078 0.0940 4.2079
C 0.3302 0.7697 5.4844
H -0.4695 2.4356 1.9180
H -1.0738 2.4849 3.5672
H 0.6724 2.6314 3.2618
H 0.3374 -0.9028 4.1856
H 1.3269 0.6126 5.9019
H -0.4078 0.3781 6.1879
H 0.1678 1.8355 5.3658
C 5.7698 5.1019 -8.2399
C 6.7919 3.9895 -8.1918
O 6.7942 3.1380 -7.3178
N 7.7319 3.9688 -9.1746
C 7.8909 4.8858 -10.2866
H 5.0952 4.9923 -7.3979
H 6.2566 6.0753 -8.1730
H 5.1913 5.0560 -9.1631
H 8.3850 3.2065 -9.0884
H 7.8124 4.3496 -11.2338
H 8.8695 5.3667 -10.2437
H 7.1269 5.6547 -10.2609
C -4.2944 4.6397 4.1829
C -4.0095 4.1289 2.7871
O -2.8861 3.7857 2.4398
N -5.0493 4.0595 1.9234
C -6.4359 4.4144 2.1545
H -3.3663 4.6331 4.7454
H -4.6784 5.6597 4.1480
H -5.0211 4.0063 4.6926
H -4.7955 3.7026 1.0149
H -7.0767 3.5440 2.0020
H -6.7466 5.1953 1.4591
H -6.5759 4.7764 3.1673
*
```

> Which value of E_tot does entry 1 give?

-29399.2180 eV

> Which value of E_tot does entry 3 give?

-7312.8039 eV

> Number 2 is which compound?

C5H10O